No. 1
C41H106CaN12O17 | the ωB97M-V functional and the def2-TZVPD basis

Its relative energy (zero: lowest compared OMol25 entry of this formula, charge and spin) is 3.977 eV. The HOMO energy comes out at -7.419 eV. The value obtained for the HOMO-LUMO gap is 7.3467 eV. The value obtained for the max |F| is 0.1251 Eh/bohr. The total energy is -115357.3364 eV.

```
177
Properties=species:S:1:pos:R:3:lowdin_charge:R:1
Ca -6.52 -27.73 -8.17 1.441
O -6.02 -25.77 -9.55 -0.450
C -7.27 -25.08 -9.53 -0.339
C -8.25 -25.25 -8.30 -0.375
O -8.61 -26.51 -7.78 -0.441
H -7.70 -25.43 -10.47 0.070
H -7.08 -24.05 -9.81 0.078
H -9.14 -24.62 -8.37 0.084
H -7.67 -24.89 -7.46 0.070
C -9.10 -28.91 -10.06 -0.716
O -7.97 -28.88 -9.58 -0.088
N -9.48 -29.82 -10.86 0.179
N -10.11 -28.07 -9.91 0.191
H -8.81 -30.57 -10.98 0.126
H -10.37 -29.75 -11.34 0.131
H -10.88 -28.01 -10.56 0.104
H -9.87 -27.33 -9.26 0.073
C -10.81 -25.78 -4.69 -0.829
O -11.27 -25.77 -3.58 0.035
N -11.49 -25.67 -5.80 0.170
N -9.56 -25.75 -4.96 0.170
H -12.50 -25.67 -5.80 0.116
H -10.93 -25.86 -6.63 0.086
H -9.20 -25.68 -5.90 0.066
H -8.88 -25.84 -4.22 0.124
C -4.10 -26.15 -6.54 -0.742
O -5.00 -26.96 -6.55 -0.065
N -3.89 -25.19 -7.40 0.217
N -3.26 -26.05 -5.55 0.176
H -4.44 -25.29 -8.24 0.075
H -3.10 -24.57 -7.37 0.119
H -2.41 -25.50 -5.54 0.121
H -3.29 -26.89 -4.98 0.117
C -11.52 -25.13 -10.47 -0.107
O -12.02 -24.53 -11.64 -0.236
C -13.44 -24.40 -11.51 -0.196
C -14.05 -23.61 -12.68 -0.215
N -13.93 -24.42 -13.89 -0.035
C -14.40 -23.53 -15.00 -0.177
C -14.21 -24.19 -16.38 -0.181
O -14.36 -23.23 -17.46 -0.201
C -13.99 -23.66 -18.75 -0.128
H -10.49 -25.33 -10.76 0.081
H -11.98 -26.11 -10.36 0.076
H -11.62 -24.53 -9.56 0.100
H -13.58 -23.84 -10.58 0.120
H -13.88 -25.39 -11.43 0.121
H -13.43 -22.71 -12.73 0.117
H -15.08 -23.35 -12.43 0.123
H -12.96 -24.69 -13.98 0.058
H -13.70 -22.69 -15.01 0.110
H -15.39 -23.07 -14.88 0.119
H -14.96 -24.98 -16.47 0.120
H -13.19 -24.57 -16.38 0.094
H -13.93 -22.72 -19.30 0.089
H -14.76 -24.35 -19.09 0.082
H -13.05 -24.19 -18.86 0.078
C -3.78 -22.09 -9.68 -0.056
O -3.08 -21.94 -8.38 -0.201
C -3.84 -21.17 -7.47 -0.237
C -2.98 -20.69 -6.29 -0.213
N -3.54 -19.48 -5.74 -0.047
C -4.62 -19.72 -4.74 -0.180
C -4.17 -20.10 -3.31 -0.148
O -3.68 -21.49 -3.25 -0.228
C -4.54 -22.65 -3.43 -0.079
H -4.86 -22.20 -9.59 0.083
H -3.43 -22.93 -10.27 0.051
H -3.55 -21.18 -10.25 0.089
H -4.63 -21.79 -7.04 0.103
H -4.20 -20.29 -8.01 0.120
H -1.99 -20.56 -6.74 0.115
H -2.80 -21.47 -5.55 0.110
H -3.94 -19.11 -6.59 0.084
H -5.31 -20.50 -5.06 0.094
H -5.08 -18.74 -4.72 0.105
H -4.94 -19.86 -2.58 0.102
H -3.26 -19.54 -3.10 0.120
H -4.11 -23.60 -3.15 0.078
H -4.85 -22.73 -4.47 0.063
H -5.40 -22.51 -2.77 0.075
C -11.33 -26.22 -15.32 -0.112
O -11.18 -24.93 -14.76 -0.226
C -9.82 -24.51 -14.84 -0.173
C -9.86 -23.03 -14.39 -0.170
N -10.27 -22.86 -13.00 -0.049
C -9.17 -23.09 -12.08 -0.166
C -8.12 -21.86 -12.11 -0.174
O -7.19 -21.88 -13.19 -0.243
C -6.51 -20.66 -13.43 -0.100
H -10.56 -26.96 -15.11 0.085
H -11.48 -26.19 -16.40 0.080
H -12.28 -26.69 -15.05 0.085
H -9.23 -24.67 -15.74 0.130
H -9.35 -25.09 -14.04 0.103
H -10.43 -22.40 -15.07 0.114
H -8.88 -22.57 -14.45 0.100
H -11.01 -23.47 -12.68 0.049
H -8.57 -23.94 -12.38 0.085
H -9.66 -23.21 -11.11 0.109
H -7.54 -21.81 -11.19 0.095
H -8.64 -20.91 -12.09 0.112
H -6.05 -20.34 -12.50 0.077
H -7.17 -19.85 -13.74 0.086
H -5.68 -20.73 -14.13 0.090
C -7.48 -16.90 -3.35 -0.090
O -8.42 -17.95 -3.23 -0.201
C -8.26 -18.84 -2.17 -0.241
C -9.53 -19.69 -2.06 -0.144
N -9.65 -20.71 -3.16 -0.040
C -8.69 -21.72 -3.07 -0.280
C -8.53 -22.35 -4.42 -0.200
O -8.08 -21.33 -5.36 -0.205
C -7.67 -21.88 -6.61 -0.094
H -6.47 -17.30 -3.48 0.070
H -7.54 -16.37 -2.40 0.083
H -7.87 -16.23 -4.12 0.094
H -8.12 -18.34 -1.22 0.118
H -7.34 -19.40 -2.37 0.096
H -10.43 -19.06 -2.08 0.117
H -9.46 -20.20 -1.11 0.114
H -9.42 -20.24 -4.03 0.093
H -9.01 -22.51 -2.40 0.128
H -7.72 -21.39 -2.69 0.096
H -9.42 -22.93 -4.69 0.119
H -7.77 -23.12 -4.27 0.104
H -8.59 -22.02 -7.18 0.093
H -7.08 -22.79 -6.51 0.069
H -7.01 -21.10 -6.98 0.076
C -7.80 -29.18 -5.34 -0.054
O -7.05 -29.32 -6.57 -0.322
C -5.78 -29.93 -6.26 -0.195
C -5.24 -30.47 -7.60 -0.187
N -4.72 -29.37 -8.40 -0.156
C -4.30 -29.78 -9.74 -0.157
C -3.66 -28.63 -10.61 -0.204
O -2.46 -28.19 -10.03 -0.190
C -2.07 -26.90 -10.51 -0.084
H -8.64 -28.49 -5.41 0.086
H -7.18 -28.93 -4.48 0.097
H -8.25 -30.14 -5.13 0.093
H -6.01 -30.81 -5.66 0.125
H -5.15 -29.27 -5.67 0.116
H -5.88 -31.12 -8.19 0.133
H -4.38 -31.11 -7.38 0.123
H -3.85 -29.18 -7.93 0.118
H -5.14 -30.24 -10.27 0.117
H -3.51 -30.51 -9.61 0.119
H -4.33 -27.78 -10.57 0.088
H -3.54 -28.87 -11.67 0.127
H -1.17 -26.51 -10.05 0.095
H -2.92 -26.23 -10.40 0.068
H -1.98 -26.94 -11.59 0.071
C -7.83 -29.49 -13.66 -0.121
O -7.74 -28.10 -13.44 -0.179
C -6.49 -27.70 -13.01 -0.252
C -6.52 -26.22 -13.10 -0.191
N -5.34 -25.70 -12.36 -0.028
C -5.19 -24.25 -12.48 -0.185
C -3.72 -23.79 -12.62 -0.189
O -3.20 -24.02 -13.95 -0.182
C -2.52 -25.30 -14.11 -0.101
H -7.49 -30.00 -12.75 0.067
H -7.43 -29.86 -14.60 0.093
H -8.87 -29.83 -13.60 0.071
H -5.64 -28.10 -13.56 0.131
H -6.42 -27.99 -11.96 0.112
H -7.48 -25.85 -12.72 0.095
H -6.37 -25.93 -14.14 0.128
H -5.64 -25.83 -11.41 0.029
H -5.70 -23.72 -11.68 0.096
H -5.76 -23.96 -13.36 0.106
H -3.08 -24.22 -11.85 0.090
H -3.62 -22.73 -12.37 0.098
H -1.59 -25.26 -13.55 0.072
H -2.29 -25.46 -15.17 0.080
H -3.01 -26.21 -13.76 0.059
```


No. 2
C41H112N8O11 | the ωB97M-V functional and the def2-TZVPD basis

The total charge is -1. The HOMO energy (spin up / spin down) comes out at 0.615 / -6.434 eV. The value obtained for the HOMO-LUMO gap (spin up / spin down) is 1.3485 / 8.3367 eV. The value obtained for the max |F| is 0.0720 Eh/bohr. The total energy is -78766.2543 eV. Its spin multiplicity is 2. The expectation value of S² is 0.750.

```
172
Properties=species:S:1:pos:R:3:lowdin_charge:R:1
C 1.13 1.12 -1.36 -0.038
C 0.93 -0.13 -0.43 -0.390
C -0.38 -0.08 0.46 -0.131
O -0.35 1.04 1.41 -0.226
C 0.52 0.92 2.50 -0.129
N 0.81 -1.25 -1.34 0.024
H 1.23 2.03 -0.77 0.066
H 0.38 1.19 -2.15 0.064
H 2.02 0.99 -1.98 0.054
H 1.87 -0.37 0.05 0.113
H -0.63 -1.02 0.95 0.087
H -1.22 0.01 -0.23 0.101
H 1.50 0.86 2.02 0.072
H 0.29 -0.01 3.02 0.083
H 0.46 1.78 3.16 0.064
H 0.33 -1.06 -2.20 0.062
H 0.40 -2.09 -0.97 0.023
C -5.48 -2.56 -3.82 -0.074
C -4.37 -2.70 -2.79 -0.439
C -4.63 -2.18 -1.38 -0.205
O -3.40 -2.01 -0.67 -0.216
C -3.54 -1.36 0.60 -0.157
N -4.00 -4.11 -2.77 0.040
H -5.59 -1.63 -4.38 0.071
H -6.43 -2.62 -3.29 0.072
H -5.43 -3.39 -4.52 0.069
H -3.53 -2.12 -3.18 0.125
H -5.30 -2.86 -0.85 0.117
H -5.14 -1.22 -1.37 0.116
H -3.57 -0.27 0.60 0.068
H -2.67 -1.52 1.24 0.047
H -4.33 -1.59 1.30 0.048
H -3.07 -4.24 -2.39 0.003
H -3.80 -4.50 -3.68 0.065
C -1.58 -3.14 3.49 -0.090
C -1.66 -4.57 2.93 -0.423
C -2.28 -5.63 3.78 -0.273
O -2.28 -6.90 3.14 -0.222
C -3.39 -7.75 3.54 -0.101
N -2.57 -4.36 1.84 0.017
H -0.95 -3.11 4.38 0.060
H -2.54 -2.63 3.58 0.051
H -0.99 -2.63 2.73 0.051
H -0.75 -5.01 2.52 0.133
H -3.24 -5.38 4.24 0.103
H -1.64 -5.67 4.67 0.112
H -4.21 -7.58 2.85 0.073
H -3.61 -7.58 4.60 0.081
H -3.15 -8.79 3.32 0.076
H -2.86 -5.18 1.34 0.066
H -3.50 -4.24 2.23 0.062
C 0.81 5.29 1.43 -0.045
C 1.83 4.58 2.36 -0.416
C 3.27 4.95 1.95 -0.193
O 3.54 4.90 0.51 -0.215
C 4.94 4.72 0.24 -0.083
N 1.36 4.56 3.77 0.046
H 0.85 4.70 0.51 0.054
H 0.90 6.36 1.24 0.082
H -0.21 5.13 1.76 0.062
H 1.87 3.51 2.15 0.107
H 3.95 4.27 2.46 0.109
H 3.46 5.92 2.41 0.116
H 5.21 3.70 0.52 0.072
H 5.47 5.48 0.81 0.083
H 5.07 5.00 -0.81 0.083
H 1.05 5.45 4.13 0.060
H 2.19 4.40 4.33 0.055
C -3.98 7.47 -0.88 -0.049
C -3.33 6.06 -0.92 -0.464
C -4.28 4.93 -1.38 -0.249
O -3.65 3.73 -1.62 -0.221
C -3.21 2.93 -0.43 -0.035
N -2.20 6.03 -1.73 0.032
H -4.63 7.74 -1.72 0.069
H -3.16 8.18 -0.78 0.073
H -4.64 7.53 -0.01 0.068
H -2.91 5.80 0.06 0.129
H -4.53 5.19 -2.41 0.127
H -5.16 4.85 -0.75 0.122
H -2.41 3.41 0.15 0.072
H -2.80 1.96 -0.72 0.070
H -4.07 2.74 0.22 0.070
H -2.29 6.33 -2.69 0.081
H -2.07 5.03 -1.77 0.061
C -3.39 1.48 7.64 -0.102
C -2.06 2.14 7.28 -0.440
C -1.83 1.89 5.75 -0.232
O -2.79 2.51 4.90 -0.198
C -2.57 2.26 3.50 -0.114
N -2.09 3.54 7.60 0.028
H -3.25 0.40 7.73 0.058
H -4.22 1.70 6.97 0.080
H -3.65 1.54 8.69 0.067
H -1.22 1.65 7.78 0.130
H -1.78 0.81 5.63 0.109
H -0.84 2.23 5.46 0.104
H -2.45 1.24 3.16 0.074
H -1.70 2.85 3.22 0.070
H -3.35 2.64 2.84 0.068
H -1.24 4.00 7.33 0.061
H -2.84 3.97 7.07 0.067
C 2.32 5.23 -2.40 -0.043
C 1.30 5.72 -3.49 -0.401
C 0.44 4.54 -3.86 -0.258
O 1.03 3.57 -4.69 -0.172
C 0.18 2.67 -5.35 -0.119
N 0.48 6.88 -3.08 0.049
H 2.99 4.41 -2.67 0.077
H 1.76 4.75 -1.60 0.048
H 2.90 6.06 -1.99 0.072
H 1.82 5.96 -4.42 0.129
H -0.56 4.77 -4.24 0.110
H 0.02 4.16 -2.93 0.110
H -0.38 2.01 -4.69 0.078
H 0.80 1.97 -5.90 0.078
H -0.44 3.21 -6.07 0.087
H 0.02 6.53 -2.26 0.025
H -0.33 6.95 -3.68 0.047
C -1.02 -4.97 -2.66 -0.047
C -0.93 -4.98 -1.03 -0.355
C 0.30 -5.79 -0.42 -0.167
O -0.05 -7.16 -0.46 -0.184
C -0.72 -7.62 0.67 -0.119
N -0.96 -3.62 -0.54 0.035
H -1.43 -5.96 -2.86 0.074
H -0.08 -5.12 -3.18 0.059
H -1.46 -4.05 -3.06 0.059
H -1.89 -5.41 -0.74 0.106
H 0.64 -5.38 0.53 0.106
H 1.12 -5.60 -1.11 0.107
H -0.11 -7.57 1.57 0.087
H -1.09 -8.62 0.47 0.093
H -1.58 -6.99 0.92 0.053
H -1.25 -3.78 0.42 0.027
H -1.80 -3.12 -0.80 0.043
C 3.91 -5.77 0.45 -0.049
C 4.89 -4.69 -0.12 -0.487
C 4.03 -3.82 -1.06 -0.080
O 5.41 -3.81 0.78 -0.032
H 3.60 -6.53 -0.26 0.078
H 3.07 -5.28 0.94 0.066
H 4.38 -6.37 1.24 0.066
H 5.64 -5.19 -0.72 0.129
H 4.60 -3.06 -1.59 0.061
H 3.02 -3.48 -0.82 0.075
H 3.81 -4.38 -1.96 0.067
H 5.88 -3.09 0.34 0.059
C 5.55 0.06 1.32 -0.054
C 5.31 -0.30 -0.11 -0.476
C 5.18 0.98 -1.02 -0.020
O 6.35 -1.16 -0.57 -0.066
H 6.33 0.82 1.36 0.074
H 5.90 -0.73 1.99 0.086
H 4.62 0.55 1.63 0.079
H 4.42 -0.91 -0.21 0.114
H 5.44 0.78 -2.05 0.065
H 5.95 1.65 -0.63 0.063
H 4.19 1.43 -0.94 0.068
H 6.45 -1.01 -1.51 0.080
C 3.38 -0.78 -6.43 -0.067
C 3.56 -0.71 -4.92 -0.484
C 2.84 -1.83 -4.13 -0.049
O 4.93 -0.75 -4.61 -0.070
H 3.85 -1.67 -6.84 0.076
H 3.84 0.04 -6.97 0.073
H 2.33 -0.96 -6.69 0.073
H 3.25 0.27 -4.55 0.124
H 3.05 -2.88 -4.35 0.078
H 1.76 -1.83 -4.24 0.065
H 2.91 -1.65 -3.05 0.047
H 5.49 -0.10 -5.04 0.087
```


Quick rundown of M, same order as above: 1079.4; 893.4 g mol⁻¹